# 1
DFT (the ωB97M-V functional and the def2-TZVPD basis) results for a molecular structure, C19H26N4OPdSSi.

HOMO energy: 0.124 eV
calculated total energy: -50325.7229 eV
total charge: -2

Last column: Mulliken charge in e.
CARTESIAN COORDINATES (ANGSTROEM)
Pd -0.376 -0.420 0.437  -0.51
S 0.618 -2.805 0.736  -0.38
C 0.501 -1.583 1.983  0.02
C 1.679 -0.848 2.363  -0.48
C 1.721 -0.196 3.564  -0.20
C 0.607 -0.226 4.420  -0.58
C -0.515 -0.893 3.963  -0.33
N -0.595 -1.559 2.816  -0.28
H 2.527 -0.861 1.694  0.33
H 2.611 0.350 3.862  0.32
H 0.616 0.274 5.380  0.34
H -1.427 -0.896 4.560  0.32
N -1.025 -0.560 -2.086  -0.70
C -1.586 -1.045 -1.157  0.25
N -2.756 -1.708 -0.819  0.59
C -2.979 -2.366 0.465  -0.13
C -4.472 -2.546 0.663  -0.77
O -5.084 -3.276 -0.405  -0.39
C -4.823 -2.640 -1.641  -0.61
C -3.332 -2.489 -1.899  -0.67
H -2.569 -1.764 1.270  -0.01
H -2.481 -3.339 0.495  0.28
H -4.961 -1.565 0.749  0.33
H -4.657 -3.121 1.570  0.34
H -5.282 -1.641 -1.646  0.32
H -5.295 -3.252 -2.415  0.34
H -3.164 -1.975 -2.845  0.46
H -2.870 -3.487 -1.951  0.29
C -3.059 2.328 -0.924  -0.94
Si -1.809 2.576 0.504  -0.10
C -2.545 1.646 1.991  -0.53
C -1.938 4.441 0.935  -1.32
N -0.269 1.973 0.235  0.29
C 0.829 2.433 -0.408  0.31
C 1.895 1.561 -0.776  -0.13
C 3.048 2.022 -1.374  -0.73
C 3.222 3.379 -1.656  -0.38
C 2.191 4.253 -1.337  -0.60
C 1.027 3.801 -0.737  -0.16
H -4.088 2.263 -0.557  0.28
H -2.818 1.391 -1.433  0.25
H -3.012 3.133 -1.664  0.35
H -3.626 1.783 2.104  0.36
H -2.059 1.945 2.924  0.23
H -2.343 0.581 1.846  -0.16
H -2.929 4.719 1.306  0.33
H -1.724 5.058 0.056  0.34
H -1.202 4.694 1.704  0.30
H 1.754 0.501 -0.595  0.55
H 3.830 1.320 -1.645  0.34
H 4.132 3.741 -2.124  0.32
H 2.302 5.310 -1.563  0.32
H 0.236 4.506 -0.501  0.03



# 2
DFT (the ωB97M-V functional and the def2-TZVPD basis) results for 2 unconnected molecules or ions with the total composition C3H9NSi in a non-equilibrium geometry.

HOMO energy: -8.540 eV
calculated total energy: -12621.4859 eV
total charge: 0

Last column: Mulliken charge in e.
CARTESIAN COORDINATES (ANGSTROEM)
C -1.563 0.347 0.786  -0.62
C 0.403 -2.001 -0.420  -0.98
C 1.848 1.421 0.125  -0.99
N -1.628 0.466 -0.738  -0.47
Si -0.087 -0.205 -0.229  0.40
H -1.931 1.225 1.191  0.40
H -2.263 -0.496 1.036  0.17
H 0.466 -2.312 -1.478  0.32
H 1.117 -2.303 0.321  0.32
H -0.532 -2.342 -0.140  0.32
H 2.450 1.180 -0.658  0.34
H 1.265 2.438 -0.020  0.23
H 2.092 1.108 1.141  0.29
H -1.639 1.474 -0.918  0.27



# 3
DFT (the ωB97M-V functional and the def2-TZVPD basis) results for a molecular structure, C31H22N5PdSe.

HOMO energy (alpha / beta): -11.061 / -10.984 eV
calculated total energy: -108773.9105 eV
total charge: +1
expectation value of S²: 2.027
spin multiplicity: 3

Last column: Löwdin spin population.
CARTESIAN COORDINATES (ANGSTROEM)
Pd -0.113 -0.286 0.457  0.87
C 1.143 -4.940 0.955  0.00
C 0.553 -3.741 0.533  0.00
N 0.945 -2.550 0.932  0.00
C 1.985 -2.476 1.787  0.00
C 2.655 -3.612 2.254  0.00
C 2.199 -4.869 1.822  0.00
C 3.784 -3.483 3.137  0.00
C 4.225 -2.270 3.513  0.00
C 3.567 -1.076 3.052  0.00
C 4.023 0.201 3.418  0.00
C 3.372 1.313 2.956  0.00
C 2.251 1.129 2.140  0.00
N 1.796 -0.057 1.787  0.04
C 2.447 -1.162 2.216  0.00
H 0.766 -5.886 0.593  0.00
H -0.272 -3.771 -0.173  0.00
H 2.696 -5.765 2.175  0.00
H 4.274 -4.385 3.480  0.00
H 5.081 -2.166 4.166  0.00
H 4.891 0.290 4.061  0.00
H 3.698 2.312 3.209  0.00
H 1.701 1.985 1.768  0.00
N 0.492 0.295 -1.420  0.73
C 0.077 0.929 -2.419  0.09
C -1.317 1.460 -2.348  0.04
C -2.189 1.260 -3.415  0.00
C -3.510 1.665 -3.308  0.01
C -3.961 2.281 -2.147  0.00
C -3.089 2.496 -1.089  0.00
C -1.770 2.084 -1.189  0.01
C 0.926 1.102 -3.630  0.04
C 1.881 0.138 -3.945  0.00
C 2.689 0.307 -5.056  0.00
C 2.549 1.439 -5.849  -0.01
C 1.600 2.401 -5.534  0.00
C 0.782 2.232 -4.428  0.00
H -1.838 0.777 -4.318  0.00
H -4.192 1.502 -4.132  0.00
H -4.992 2.601 -2.073  0.00
H -3.435 2.990 -0.190  0.00
H -1.075 2.276 -0.379  0.00
H 1.978 -0.743 -3.323  0.00
H 3.425 -0.445 -5.307  0.00
H 3.181 1.570 -6.717  0.00
H 1.495 3.282 -6.152  0.00
H 0.042 2.982 -4.181  0.00
Se -2.407 -1.541 0.335  -0.02
N -1.755 -0.791 1.841  0.03
C -2.694 0.025 2.296  0.04
C -2.562 0.833 3.472  -0.01
C -3.600 1.620 3.829  0.03
C -4.826 1.663 3.066  0.00
C -4.994 0.922 1.952  0.01
C -3.916 0.067 1.524  0.02
N -3.962 -0.693 0.449  0.05
H -1.645 0.793 4.043  0.00
H -3.524 2.235 4.716  0.00
H -5.625 2.308 3.408  0.00
H -5.907 0.942 1.374  0.00



# 4
DFT (the ωB97M-V functional and the def2-TZVPD basis) results for 3 unconnected molecules or ions with the total composition C3H11O2S in a non-equilibrium geometry.

HOMO energy (alpha / beta): -9.810 / -9.426 eV
calculated total energy: -18218.4177 eV
total charge: 0
expectation value of S²: 0.753
spin multiplicity: 2

Last column: Löwdin spin population.
CARTESIAN COORDINATES (ANGSTROEM)
C 0.498 -0.663 1.407  0.01
C -0.904 -0.987 1.958  0.00
C -1.880 -1.364 0.835  0.11
S -2.121 -0.146 -0.417  0.80
H 0.892 -1.571 1.007  0.00
H 1.183 -0.288 2.157  0.00
H 0.426 0.093 0.636  0.00
H -0.820 -1.816 2.648  0.00
H -1.291 -0.142 2.517  0.00
H -2.876 -1.433 1.303  0.03
H -1.630 -2.367 0.526  0.01
H 3.665 1.721 -2.598  0.00
H 2.147 1.948 -2.706  0.00
O 3.002 2.324 -2.962  0.00
H -0.177 0.971 -1.601  0.01
H -0.411 2.146 -2.515  0.00
O 0.296 1.573 -2.194  0.01



# 5
DFT (the ωB97M-V functional and the def2-TZVPD basis) results for a gas-phase ion, C4H6BrClNO (charge +1) in a non-equilibrium geometry.

HOMO energy (alpha / beta): -13.185 / -13.840 eV
calculated total energy: -90336.4589 eV
total charge: +1

Last column: Mulliken charge in e.
CARTESIAN COORDINATES (ANGSTROEM)
C -1.098 -0.470 0.059  0.55
C -0.605 0.949 -0.552  -0.53
C -0.653 -1.623 -0.540  -0.27
C 1.302 -0.015 0.709  -0.34
N 0.486 1.231 0.422  -0.17
O -1.885 -0.566 0.982  -0.52
Cl -0.991 -3.156 -0.038  -0.01
Br 2.701 -0.162 -0.542  0.03
H -0.203 0.846 -1.579  0.36
H -1.482 1.662 -0.544  0.39
H -0.034 -1.606 -1.411  0.33
H 1.283 -0.541 1.675  0.46
H 1.065 1.861 0.000  0.34
H 0.115 1.590 1.360  0.41



# 6
DFT (the ωB97M-V functional and the def2-TZVPD basis) results for a molecular structure, C42H34N5O7SV.

HOMO energy: -13.674 eV
calculated total energy: -102395.0030 eV
total charge: +2

Last column: Mulliken charge in e.
CARTESIAN COORDINATES (ANGSTROEM)
V -0.298 0.653 0.086  -1.40
S -4.504 -0.908 -0.045  -0.33
C -4.370 0.278 -1.310  0.58
C -5.380 0.748 -2.145  -0.72
C -5.034 1.675 -3.106  -0.71
C -3.712 2.114 -3.240  -0.86
C -2.710 1.650 -2.412  -0.16
C -3.050 0.726 -1.426  -0.08
N -2.205 0.127 -0.491  0.81
C -2.839 -0.741 0.259  0.82
C -2.032 -1.448 1.233  1.04
C -2.554 -2.421 2.077  -0.87
C -1.706 -3.105 2.931  -1.05
C -0.352 -2.808 2.919  -0.87
C 0.163 -1.823 2.082  -0.01
C -0.666 -1.109 1.222  0.62
H -6.395 0.389 -2.053  0.47
H -5.793 2.056 -3.775  0.45
H -3.468 2.824 -4.017  0.50
H -1.695 1.995 -2.536  0.12
H -3.611 -2.653 2.059  0.50
H -2.093 -3.870 3.588  0.44
H 0.321 -3.349 3.571  0.49
H 1.224 -1.629 2.130  0.46
C 4.292 4.830 0.355  -1.04
O 3.111 4.515 1.095  -0.08
C 3.113 4.843 2.413  0.59
C 4.126 5.558 3.041  -0.86
C 4.016 5.882 4.384  -0.83
C 2.910 5.498 5.127  -0.91
C 1.910 4.762 4.518  -0.47
C 2.012 4.427 3.177  0.67
N 0.940 3.701 2.565  0.38
C 1.064 2.517 1.969  -0.35
N 2.218 1.880 1.918  0.48
C 2.502 0.709 1.190  -0.79
C 1.585 -0.028 0.455  0.98
C 2.037 -1.149 -0.243  0.04
C 3.367 -1.514 -0.206  -1.30
C 4.291 -0.772 0.525  -0.71
C 3.865 0.340 1.221  1.11
O 4.671 1.192 1.915  -0.33
C 5.796 0.634 2.609  -0.95
N -0.010 1.903 1.431  0.89
C -1.331 2.449 1.495  -0.66
C -1.749 3.182 0.361  0.34
C -3.023 3.692 0.256  -0.81
C -3.901 3.496 1.319  -0.78
C -3.505 2.820 2.451  -0.71
C -2.218 2.285 2.588  0.10
O -1.987 1.733 3.783  -0.47
C -0.791 1.046 4.142  0.08
H 4.129 4.440 -0.645  0.22
H 5.164 4.344 0.800  0.43
H 4.445 5.909 0.310  0.37
H 4.991 5.884 2.482  0.48
H 4.808 6.451 4.850  0.44
H 2.832 5.764 6.170  0.42
H 1.045 4.436 5.083  0.48
H 0.002 4.063 2.660  0.38
H 3.043 2.326 2.307  0.45
H 1.341 -1.738 -0.827  0.52
H 3.700 -2.377 -0.766  0.49
H 5.333 -1.054 0.530  0.33
H 6.305 1.474 3.070  0.25
H 6.483 0.139 1.924  0.36
H 5.452 -0.067 3.370  0.39
H -1.026 3.338 -0.435  0.49
H -3.330 4.227 -0.631  0.55
H -4.906 3.890 1.267  0.46
H -4.180 2.693 3.286  0.58
H -0.983 0.667 5.141  0.40
H 0.063 1.727 4.184  -0.01
H -0.596 0.222 3.460  -0.17
O 1.571 0.063 -3.144  -0.47
C 1.078 1.017 -2.653  0.04
O 0.202 0.823 -1.549  -0.03
C 1.135 2.438 -3.059  0.44
C 1.028 3.484 -2.143  0.58
C 1.088 4.797 -2.578  -0.95
C 1.249 5.076 -3.930  -0.51
C 1.359 4.021 -4.815  -0.34
C 1.318 2.699 -4.414  -0.68
N 1.531 4.315 -6.260  1.03
O 1.675 5.477 -6.566  -0.59
O 1.513 3.368 -7.014  -0.58
H 0.932 3.278 -1.084  0.15
H 1.013 5.607 -1.867  0.59
H 1.295 6.088 -4.305  0.55
H 1.415 1.903 -5.139  0.64



# 7
DFT (the ωB97M-V functional and the def2-TZVPD basis) results for a molecular structure, C29H26Br2MoN8O4 in a non-equilibrium geometry.

HOMO energy: -14.156 eV
calculated total energy: -192531.7353 eV
total charge: +2

Last column: Mulliken charge in e.
CARTESIAN COORDINATES (ANGSTROEM)
Mo 1.060 0.261 0.438  1.49
C 3.141 -4.795 -0.692  -0.46
C 1.888 -4.202 -0.760  -0.86
C 1.772 -2.827 -0.647  0.09
C 2.927 -2.068 -0.474  0.42
C 4.191 -2.653 -0.404  -0.38
C 4.288 -4.025 -0.515  -0.71
N 2.799 -0.657 -0.330  1.16
N 3.803 0.047 -0.591  -1.04
C 3.678 1.405 -0.198  0.23
C 4.669 2.293 -0.541  -0.52
C 4.539 3.603 -0.081  -0.41
C 3.448 3.950 0.698  -0.84
C 2.488 2.989 0.988  -0.16
N 2.600 1.735 0.547  0.31
H 3.228 -5.870 -0.771  0.42
H 1.004 -4.806 -0.905  0.45
H 0.800 -2.359 -0.721  0.44
H 5.068 -2.043 -0.242  0.48
H 5.255 -4.502 -0.451  0.42
H 5.501 1.966 -1.147  0.66
H 5.291 4.340 -0.329  0.47
H 3.327 4.953 1.081  0.48
H 1.611 3.219 1.581  0.54
Br -5.077 -0.429 4.969  -0.07
C -3.283 -0.650 4.482  0.00
C -2.627 -1.832 4.802  -0.49
C -1.313 -2.005 4.409  -0.71
C -0.664 -0.999 3.692  0.34
C -1.321 0.196 3.406  -0.02
C -2.630 0.379 3.807  -0.76
C 0.685 -1.309 3.224  0.08
O 1.446 -2.156 3.511  -0.45
O 1.096 -0.443 2.092  -0.57
H -3.143 -2.611 5.346  0.48
H -0.789 -2.923 4.637  0.49
H -0.806 1.006 2.902  0.64
H -3.144 1.310 3.615  0.53
Br 4.393 2.341 -4.443  -0.08
C 2.811 3.124 -3.805  -0.34
C 2.469 4.424 -4.171  -0.08
N 1.371 5.038 -3.739  -0.54
C 0.571 4.372 -2.917  -0.52
C 0.836 3.070 -2.491  0.28
C 1.978 2.425 -2.957  -0.18
C -0.088 2.461 -1.526  0.34
O -1.145 2.862 -1.151  -0.56
O 0.408 1.273 -0.968  -0.56
H 3.108 4.986 -4.843  0.40
H -0.316 4.886 -2.568  0.47
H 2.203 1.401 -2.691  0.82
C -4.991 -2.581 -1.279  -1.44
C -5.132 -1.094 -0.974  0.79
C -4.549 -0.233 -2.091  -1.42
C -4.555 -0.738 0.393  -1.27
N -3.085 -0.885 0.444  1.05
C -2.124 -0.059 0.062  -1.24
N -0.968 -0.667 0.272  0.76
N -1.260 -1.890 0.783  -0.27
N -2.518 -2.022 0.883  -0.73
H -5.492 -2.824 -2.214  0.43
H -5.426 -3.199 -0.494  0.38
H -3.942 -2.866 -1.389  0.29
H -6.195 -0.853 -0.882  0.32
H -3.512 -0.505 -2.306  0.30
H -4.593 0.833 -1.860  0.36
H -5.108 -0.388 -3.013  0.43
H -4.924 -1.401 1.175  0.36
H -4.770 0.292 0.678  0.45
H -2.262 0.931 -0.345  0.82



# 8
DFT (the ωB97M-V functional and the def2-TZVPD basis) results for a molecular structure, C26H30CeFN5O2S in a non-equilibrium geometry.

HOMO energy (alpha / beta): -10.245 / -10.245 eV
calculated total energy: -65474.1131 eV
total charge: +1
expectation value of S²: 0.751
spin multiplicity: 2

Last column: Löwdin spin population.
CARTESIAN COORDINATES (ANGSTROEM)
Ce 1.515 -14.169 -5.874  1.01
O 0.809 -15.977 -7.075  0.00
C 0.912 -17.314 -7.046  0.00
C -0.182 -18.111 -7.471  0.00
C -0.148 -19.495 -7.455  0.00
C 0.978 -20.157 -6.960  0.00
C 2.082 -19.402 -6.579  0.00
C 2.072 -17.985 -6.629  0.00
C 3.276 -17.227 -6.198  0.00
N 3.408 -15.920 -5.905  0.00
C 4.670 -15.652 -5.483  0.00
C 5.421 -16.809 -5.507  0.00
N 4.516 -17.762 -5.967  0.00
H -1.023 -17.501 -7.703  0.00
H -1.004 -20.030 -7.718  0.00
H 1.034 -21.243 -6.908  0.00
H 2.941 -19.948 -6.171  0.00
H 4.964 -14.646 -5.162  0.00
H 6.447 -16.993 -5.236  0.00
H 4.805 -18.666 -6.279  0.00
C -0.589 -18.231 -2.220  0.00
C -0.938 -17.176 -1.322  0.00
C -0.518 -15.909 -1.704  0.00
C 0.119 -15.620 -2.889  0.00
C 0.476 -16.696 -3.711  0.00
C 0.105 -18.017 -3.402  0.00
N 0.515 -14.330 -3.309  0.00
N -0.001 -13.401 -2.639  0.00
C 0.354 -12.142 -3.146  0.00
C 0.206 -11.043 -2.375  0.00
C 0.456 -9.770 -2.902  0.00
C 0.918 -9.661 -4.175  0.00
C 0.974 -10.846 -4.969  0.00
N 0.693 -12.032 -4.426  0.00
H -0.804 -19.256 -1.912  0.00
H -1.406 -17.419 -0.393  0.00
H -0.627 -15.120 -0.987  0.00
H 0.962 -16.537 -4.651  0.00
H 0.378 -18.867 -4.000  0.00
H -0.085 -11.166 -1.345  0.00
H 0.432 -8.915 -2.276  0.00
H 1.206 -8.677 -4.592  0.00
H 1.241 -10.783 -6.023  0.00
F 3.248 -13.026 -5.950  0.00
C -2.048 -11.231 -8.726  0.00
C -1.718 -11.939 -10.035  0.00
C -0.262 -12.309 -10.166  0.00
S 0.254 -13.753 -9.210  0.00
O 0.651 -13.238 -7.841  0.00
C 1.752 -14.164 -10.031  0.00
C 2.891 -13.146 -9.835  0.00
C 3.022 -12.018 -10.888  0.00
H -3.127 -11.086 -8.503  0.00
H -1.579 -10.218 -8.730  0.00
H -1.685 -11.845 -7.915  0.00
H -2.040 -11.335 -10.847  0.00
H -2.321 -12.861 -10.109  0.00
H 0.397 -11.511 -9.831  0.00
H 0.026 -12.612 -11.219  0.00
H 1.432 -14.378 -11.057  0.00
H 2.011 -15.094 -9.562  0.00
H 3.819 -13.700 -9.832  0.00
H 2.752 -12.702 -8.837  0.00
H 3.407 -12.494 -11.799  0.00
H 3.752 -11.290 -10.600  0.00
H 2.087 -11.537 -11.089  0.00